{"formula": "C2H3ClN2O", "method": "ωB97M-V with the def2-TZVPD basis set", "spin_multiplicity": 3, "orbital_gap_ha": [0.30736, 0.32602], "homo_ha": [-0.2752, -0.3800], "s_squared": 2.008, "relative_energy_kcal_mol": 63.96, "species": ["C", "C", "N", "N", "O", "Cl", "H", "H", "H"], "positions_angstrom": [[0.995, 1.197, -0.103], [0.240, -0.996, 0.226], [1.162, 0.018, -0.019], [-1.485, 0.779, 0.215], [-1.010, -0.361, 0.775], [-2.237, 0.502, -1.279], [1.756, 1.963, -0.350], [0.033, -1.691, -0.600], [0.547, -1.411, 1.135]], "forces_ev_per_angstrom": [[0.67, 3.08, -0.41], [-2.12, 1.70, 0.50], [1.60, -2.05, -1.25], [-0.26, -0.39, 0.78], [-0.30, -0.48, -0.42], [-0.09, -0.37, -0.58], [-0.15, -0.31, 0.20], [0.17, 0.44, 0.20], [0.46, -1.62, 0.98]], "mulliken_charge": [-0.172, -0.040, -0.254, -0.029, -0.210, -0.066, 0.266, 0.264, 0.242]}